Record 1
DFT (ωB97M-V with the def2-TZVPD basis set) results for a cluster of 2 separate species, C4H8NO3 in total.

Results
Charge   -1
HOMO-LUMO gap   6.66 eV
HOMO energy   -0.0945 hartree

Bonds (Å) are listed after each position.
Positions of all 16 atoms, in Å:
1 C 0.946 0.068 1.589  C2 1.552, C3 1.529, H9 1.196, H10 1.160
2 C 1.383 -0.299 0.145  C1 1.552, C4 1.560, H11 1.089, H12 1.134
3 C -0.485 0.357 1.133  C1 1.529, C4 1.590, O7 1.398, H13 1.109
4 C 0.072 0.381 -0.357  C2 1.560, C3 1.590, O8 1.236
5 N -0.989 -1.395 -1.492  O6 1.424, H14 1.080
6 O -1.824 -0.633 -2.357  N5 1.424, H16 0.949
7 O -1.190 1.532 1.411  C3 1.398, H15 1.038
8 O -0.034 1.341 -1.129  C4 1.236
9 H 1.023 -0.700 2.503  C1 1.196
10 H 1.440 1.010 2.049  C1 1.160
11 H 2.352 0.033 -0.225  C2 1.089
12 H 1.275 -1.357 -0.250  C2 1.134
13 H -1.146 -0.532 1.180  C3 1.109
14 H -0.286 -1.886 -2.149  N5 1.080
15 H -1.168 1.890 0.437  O7 1.038
16 H -1.370 0.191 -2.486  O6 0.949

Which charges does Mulliken predict for the atoms? In e, they are: C -0.57; C -0.63; C -0.05; C 0.64; N -0.60; O -0.38; O -0.60; O -0.78; H 0.22; H 0.21; H 0.28; H 0.21; H 0.30; H 0.10; H 0.38; H 0.27

---

Record 2
DFT (ωB97M-V with the def2-TZVPD basis set) results for a cluster of 2 separate species, C25H25N3O4 in total.

Results
HOMO-LUMO gap   3.60 eV
HOMO energy   -0.2115 hartree

Bonds (Å) are listed after each position.
Positions of all 57 atoms, in Å:
1 C -4.235 -2.379 2.309  C2 1.533, C13 1.533, H14 1.100, H15 1.096
2 C -4.160 -1.030 1.584  C1 1.533, C3 1.528, H16 1.099, H17 1.099
3 C -3.088 -0.105 2.156  C2 1.528, N4 1.468, H18 1.094, H19 1.102
4 N -1.803 -0.794 2.320  C3 1.468, C5 1.313, C12 1.484
5 C -0.727 -0.230 1.822  N4 1.313, C6 1.447, H20 1.098
6 C 0.576 -0.860 1.830  C5 1.447, C7 1.420, C11 1.416
7 C 0.753 -2.226 1.486  C6 1.420, C8 1.392, H21 1.099
8 C 1.988 -2.833 1.697  C7 1.392, C9 1.408, H22 1.092
9 C 3.083 -2.069 2.146  C8 1.408, C10 1.403, H23 1.094
10 C 2.932 -0.698 2.403  C9 1.403, C11 1.395, H24 1.091
11 C 1.688 -0.088 2.245  C6 1.416, C10 1.395, H25 1.089
12 C -1.874 -2.019 3.156  N4 1.484, C13 1.532, H26 1.095, H27 1.103
13 C -2.867 -3.022 2.562  C1 1.533, C12 1.532, H28 1.099, H29 1.101
14 H -4.736 -2.223 3.276  C1 1.100
15 H -4.867 -3.067 1.736  C1 1.096
16 H -3.955 -1.183 0.516  C2 1.099
17 H -5.130 -0.517 1.647  C2 1.099
18 H -2.910 0.748 1.494  C3 1.094
19 H -3.412 0.272 3.140  C3 1.102
20 H -0.808 0.803 1.459  C5 1.098
21 H -0.105 -2.805 1.115  C7 1.099
22 H 2.102 -3.904 1.521  C8 1.092
23 H 4.062 -2.541 2.275  C9 1.094
24 H 3.783 -0.101 2.736  C10 1.091
25 H 1.526 0.955 2.511  C11 1.089
26 H -0.885 -2.470 3.288  C12 1.095
27 H -2.249 -1.725 4.150  C12 1.103
28 H -2.989 -3.876 3.243  C13 1.099
29 H -2.454 -3.432 1.628  C13 1.101
30 C -0.149 1.562 -1.352  C31 1.415, C40 1.429, H49 1.090
31 C -0.024 0.560 -2.343  C30 1.415, C32 1.441, C39 1.449
32 C -1.092 -0.382 -2.560  C31 1.441, C33 1.381, H50 1.095
33 C -1.033 -1.353 -3.542  C32 1.381, C34 1.414, H51 1.089
34 C 0.080 -1.421 -4.411  C33 1.414, N35 1.422, C38 1.413
35 N 0.113 -2.385 -5.456  C34 1.422, O36 1.253, O37 1.254
36 O 1.108 -2.427 -6.216  N35 1.253
37 O -0.864 -3.163 -5.578  N35 1.254
38 C 1.155 -0.520 -4.239  C34 1.413, C39 1.383, H52 1.088
39 C 1.094 0.455 -3.259  C31 1.449, C38 1.383, H53 1.090
40 C 0.845 2.551 -1.076  C30 1.429, C41 1.436, C48 1.439
41 C 2.231 2.188 -0.979  C40 1.436, C42 1.382, H54 1.091
42 C 3.218 3.125 -0.737  C41 1.382, C43 1.412, H55 1.088
43 C 2.880 4.493 -0.648  C42 1.412, N44 1.423, C47 1.414
44 N 3.913 5.462 -0.513  C43 1.423, O45 1.253, O46 1.255
45 O 3.604 6.673 -0.424  N44 1.253
46 O 5.104 5.065 -0.495  N44 1.255
47 C 1.525 4.893 -0.716  C43 1.414, C48 1.384, H56 1.091
48 C 0.533 3.942 -0.878  C40 1.439, C47 1.384, H57 1.095
49 H -1.122 1.662 -0.872  C30 1.090
50 H -2.005 -0.284 -1.964  C32 1.095
51 H -1.836 -2.076 -3.680  C33 1.089
52 H 2.015 -0.614 -4.898  C38 1.088
53 H 1.891 1.197 -3.230  C39 1.090
54 H 2.521 1.150 -1.145  C41 1.091
55 H 4.265 2.843 -0.646  C42 1.088
56 H 1.302 5.957 -0.637  C47 1.091
57 H -0.510 4.264 -0.955  C48 1.095

Which charges does Mulliken predict for the atoms? In e, they are: C -0.76; C -0.52; C -0.80; N 0.21; C -0.10; C 0.49; C -0.48; C -0.59; C -0.41; C -0.67; C -0.33; C -0.82; C -0.48; H 0.31; H 0.36; H 0.25; H 0.36; H 0.40; H 0.32; H 0.53; H 0.53; H 0.40; H 0.40; H 0.43; H 0.39; H 0.46; H 0.42; H 0.38; H 0.24; C -0.96; C 0.96; C -0.94; C -0.36; C -0.34; N 0.94; O -0.64; O -0.65; C -0.58; C -0.48; C 0.51; C -0.46; C -0.60; C -0.24; N 0.93; O -0.62; O -0.62; C -0.41; C -0.64; H 0.51; H 0.37; H 0.45; H 0.45; H 0.53; H 0.67; H 0.47; H 0.46; H 0.39

---

Let's list LUMO energy in order: 4.09 -2.15 eV.
Let's list relative energy (zero: lowest compared OMol25 entry of this formula, charge and spin) in order: 6.651 10.950 eV.